ORCA calculation (ωB97M-V/def2-TZVPD) on 2 unconnected molecules or ions with the total composition C4H13NO in a non-equilibrium geometry.

```
19
Properties=species:S:1:pos:R:3:lowdin_charge:R:1
C 1.51 0.10 1.18 -0.1131
C 0.39 -0.89 0.92 -0.2335
N -0.53 -0.14 0.00 -0.3170
C -1.11 -0.85 -1.18 -0.0998
C -1.52 0.56 0.79 -0.1318
H 2.45 0.18 0.61 0.0797
H 1.26 1.11 1.36 0.0513
H 1.96 -0.15 2.18 0.0803
H -0.12 -1.32 1.78 0.1065
H 0.78 -1.77 0.43 0.1028
H -1.46 -1.89 -1.13 0.0736
H -0.31 -0.90 -1.95 0.0690
H -1.81 -0.10 -1.65 0.0977
H -2.45 -0.08 0.99 0.1048
H -1.09 0.94 1.76 0.0891
H -1.78 1.45 0.17 0.0887
O 1.55 1.35 -2.05 -0.0415
H 1.17 0.83 -1.36 -0.0227
H 1.11 1.57 -2.85 0.0157
```

Properties
multiplicity: 1
LUMO energy: 0.926 eV

---

ORCA calculation (ωB97M-V/def2-TZVPD) on a gas-phase ion, C6H15P2 (charge +1) in a non-equilibrium geometry.

```
23
Properties=species:S:1:pos:R:3:lowdin_charge:R:1
C 0.43 2.53 -1.33 -0.0140
C 0.15 1.98 -0.20 -0.2756
C 1.63 -2.19 -0.36 -0.1100
C -3.01 -0.21 0.44 -0.3041
C 0.57 0.03 1.84 -0.2137
C 1.56 -0.64 -0.76 -0.3437
P -1.61 -1.16 -0.56 0.8066
P 0.07 0.13 0.05 0.7331
H 0.51 3.59 -1.37 0.0720
H 0.81 2.09 -2.25 0.0863
H -0.27 2.46 0.71 0.0942
H 1.97 -2.21 0.71 0.0781
H 0.65 -2.54 -0.39 -0.0284
H 2.46 -2.62 -1.03 0.1165
H -2.60 0.42 1.22 0.0154
H -3.49 -1.01 0.88 -0.0122
H -3.71 0.34 -0.11 0.0214
H 0.71 -1.01 2.32 0.0846
H -0.25 0.55 2.42 0.0631
H 1.59 0.49 1.68 0.0802
H 1.32 -0.59 -1.73 0.0184
H 2.43 -0.08 -0.47 0.0884
H -1.91 -0.35 -1.73 -0.0567
```

Properties
total charge: +1
multiplicity: 1
LUMO energy: -3.672 eV

---

ORCA calculation (ωB97M-V/def2-TZVPD) on a molecular structure, C19H28I2N3OPr in a non-equilibrium geometry.

```
54
Properties=species:S:1:pos:R:3:lowdin_charge:R:1
C 2.16 2.67 -2.52 -0.4931
I 4.08 1.00 -2.84 -0.0746
H 2.21 3.51 -3.22 0.0513
H 2.37 1.69 -3.09 -0.2867
H 2.85 2.82 -1.68 -0.0123
C -0.17 -1.88 -5.39 -0.0618
C -0.29 -0.50 -3.59 -0.1757
N -0.02 -1.77 -4.02 -0.1404
H -0.70 -0.30 -6.84 0.1077
I -3.51 0.19 -1.06 0.0640
N -0.57 0.18 -4.74 -0.1229
H -0.03 -2.80 -5.92 0.1052
Pr -0.56 0.19 -1.15 0.3596
C 0.85 2.32 -1.88 -0.5009
O -0.14 3.00 -1.65 -0.1332
C -0.50 -0.65 -5.85 -0.0656
C -0.84 1.61 -4.85 -0.0135
H -1.30 1.79 -5.83 0.0863
H 0.08 2.21 -4.79 0.1008
H -1.53 1.95 -4.06 0.0954
C 0.37 -2.87 -3.16 -0.0233
H 0.71 -3.71 -3.79 0.0892
H -0.46 -3.24 -2.54 0.0976
H 1.19 -2.60 -2.49 0.1017
C 1.00 -3.56 3.57 -0.0942
C 0.04 -2.79 2.64 -0.3938
C -1.27 -3.57 2.48 -0.0863
C -0.24 -1.37 3.15 -0.1769
C -0.69 -1.15 4.43 -0.1055
C -0.93 0.14 4.92 -0.1550
C -0.65 1.25 4.11 -0.0974
C -0.20 1.08 2.81 -0.1599
C 0.12 2.28 1.93 -0.3939
C -1.14 3.08 1.61 -0.0741
C 1.19 3.18 2.56 -0.0795
C -0.18 -0.26 2.22 -0.3381
N -0.18 -0.39 0.90 -0.2426
H 0.57 -3.68 4.57 0.0567
H 1.95 -3.01 3.66 0.0754
H 1.22 -4.55 3.16 0.0593
H 0.50 -2.67 1.66 0.1055
H -1.77 -3.68 3.45 0.0660
H -1.95 -3.04 1.80 0.0771
H -1.09 -4.57 2.07 0.0580
H -0.88 -2.01 5.10 0.0900
H -1.33 0.29 5.92 0.0619
H -0.80 2.26 4.49 0.0939
H 0.52 1.88 0.98 0.0890
H -1.55 3.52 2.54 0.0685
H -0.93 3.89 0.90 0.0682
H -1.92 2.43 1.17 0.0647
H 2.09 2.60 2.78 0.0779
H 1.47 4.00 1.89 0.0697
H 0.82 3.61 3.49 0.0604
```

Properties
total charge: -2
multiplicity: 3
LUMO energy (spin up / spin down): 4.116 / 4.116 eV

---

ORCA calculation (ωB97M-V/def2-TZVPD) on a gas-phase ion, C2H5FNO (charge -1) in a non-equilibrium geometry.

```
10
Properties=species:S:1:pos:R:3:lowdin_charge:R:1
C -1.25 -0.18 -0.01 -0.0641
C 0.23 0.18 0.26 -0.4866
F 0.17 1.59 -0.05 -0.1187
N 1.22 -0.50 -0.44 -0.1660
O 2.59 -0.26 0.21 -0.4942
H -1.42 -0.03 -1.07 0.0660
H -1.66 0.57 0.69 0.0664
H -1.44 -1.10 0.49 0.0468
H 0.37 0.04 1.31 0.1107
H 1.20 -0.31 -1.39 0.0397
```

Properties
total charge: -1
multiplicity: 1
LUMO energy: 4.355 eV

---

ORCA calculation (ωB97M-V/def2-TZVPD) on 2 unconnected molecules or ions with the total composition C2H9N2 in a non-equilibrium geometry.

```
13
Properties=species:S:1:pos:R:3:lowdin_charge:R:1
N -0.55 1.05 -1.96 0.0229
H -0.79 2.03 -1.96 0.0431
H 0.36 1.09 -2.42 0.0514
H -1.17 0.64 -2.67 0.0588
H 0.10 0.32 -0.32 0.0899
C 0.20 0.17 1.85 0.0037
C 0.36 -1.59 0.21 0.1702
N 0.27 -0.34 0.46 -0.0069
H 1.19 0.22 2.29 0.1098
H -0.41 1.07 1.83 0.1057
H -0.39 -0.54 2.42 0.1020
H 0.37 -1.91 -0.82 0.1230
H 0.47 -2.23 1.08 0.1263
```

Properties
total charge: +1
multiplicity: 1
LUMO energy: -4.798 eV

---

ORCA calculation (ωB97M-V/def2-TZVPD) on a single C22H25N3O3 molecule in a non-equilibrium geometry.

```
53
Properties=species:S:1:pos:R:3:lowdin_charge:R:1
C -1.02 3.69 4.01 -0.0887
O -0.41 2.50 3.56 -0.1332
C -1.04 1.92 2.43 -0.2328
C -0.60 0.49 2.30 -0.1610
C -1.52 -0.51 2.01 -0.0230
C -1.11 -1.83 1.92 -0.0873
C 0.21 -2.16 2.13 -0.0970
C 1.14 -1.17 2.41 -0.0776
C 0.73 0.16 2.49 -0.0260
C -0.71 2.72 1.21 -0.2747
N -1.40 3.71 0.74 0.1099
N -0.72 4.21 -0.31 0.1054
C 0.36 3.51 -0.42 -0.3492
C 1.45 3.71 -1.41 -0.0895
C 2.19 2.40 -1.69 -0.0926
C 1.20 1.32 -2.08 -0.4525
O 0.01 1.54 -2.18 0.0771
N 1.72 0.09 -2.32 -0.1061
C 3.11 -0.24 -2.10 -0.0477
C 0.79 -1.01 -2.50 -0.1377
C 0.48 -1.68 -1.15 -0.1291
C -0.67 -2.63 -1.26 -0.2493
C -0.47 -4.00 -1.31 -0.0450
C -1.55 -4.87 -1.42 -0.0877
C -2.84 -4.37 -1.49 -0.0964
C -3.05 -3.00 -1.44 -0.0812
C -1.97 -2.14 -1.33 -0.0492
O 0.44 2.55 0.53 0.1446
H -2.03 3.49 4.37 0.0940
H -1.06 4.44 3.22 0.0833
H -0.40 4.05 4.83 0.0919
H -2.14 1.98 2.56 0.1583
H -2.56 -0.25 1.85 0.1184
H -1.84 -2.60 1.70 0.1082
H 0.53 -3.19 2.07 0.1066
H 2.18 -1.42 2.56 0.1035
H 1.44 0.94 2.73 0.1195
H 2.14 4.46 -1.04 0.1276
H 0.98 4.09 -2.32 0.1328
H 2.92 2.55 -2.49 0.1237
H 2.72 2.08 -0.79 0.1225
H 3.36 -0.24 -1.03 0.0948
H 3.76 0.46 -2.62 0.0875
H 3.29 -1.24 -2.49 0.0931
H -0.13 -0.60 -2.91 0.1221
H 1.21 -1.73 -3.20 0.1297
H 0.22 -0.89 -0.44 0.1107
H 1.36 -2.20 -0.78 0.1150
H 0.53 -4.40 -1.26 0.1102
H -1.38 -5.94 -1.46 0.1003
H -3.67 -5.05 -1.57 0.0991
H -4.05 -2.61 -1.49 0.1027
H -2.13 -1.07 -1.29 0.1216
```

Properties
multiplicity: 1
LUMO energy: 0.561 eV

---

ORCA calculation (ωB97M-V/def2-TZVPD) on 2 unconnected molecules or ions with the total composition CH5NO in a non-equilibrium geometry.

```
8
Properties=species:S:1:pos:R:3:lowdin_charge:R:1
N 0.77 0.66 -0.23 0.0188
C 0.87 -0.81 0.08 -0.1581
O -1.63 0.23 0.16 -0.1518
H 0.10 0.96 0.52 0.0598
H 0.05 0.76 -0.98 0.0648
H -0.07 -0.93 0.55 0.0131
H 1.80 -1.15 0.52 0.0740
H 0.72 -1.41 -0.83 0.0794
```

Properties
multiplicity: 1
LUMO energy: -3.626 eV

---

ORCA calculation (ωB97M-V/def2-TZVPD) on a single C8H13NO2 molecule in a non-equilibrium geometry.

```
24
Properties=species:S:1:pos:R:3:lowdin_charge:R:1
O 2.61 1.40 -0.96 0.1215
C 2.07 0.47 -0.44 -0.4896
O 2.75 -0.55 0.07 0.1309
C 0.54 0.43 -0.23 -0.3707
C 0.15 1.56 0.72 -0.1040
C -0.98 0.94 1.53 -0.1784
C -0.46 -0.47 1.78 -0.1482
N 0.11 -0.81 0.44 -0.1121
C -0.88 -1.50 -0.44 -0.1746
C -0.46 -1.11 -1.81 -0.1586
C -0.20 0.39 -1.59 -0.0887
H 2.11 -1.17 0.46 0.1016
H 0.98 1.93 1.33 0.1270
H -0.16 2.48 0.12 0.1444
H -1.18 1.48 2.49 0.1257
H -1.92 0.95 0.99 0.0985
H 0.34 -0.32 2.51 0.1102
H -1.17 -1.31 2.13 0.1506
H -0.94 -2.59 -0.16 0.1393
H -1.84 -1.07 -0.34 0.0969
H 0.48 -1.57 -2.10 0.1154
H -1.18 -1.29 -2.60 0.1157
H 0.40 0.84 -2.37 0.1226
H -1.16 0.91 -1.53 0.1249
```

Properties
multiplicity: 1
LUMO energy: 0.773 eV